# 1
Density functional theory data (ωB97M-V/def2-TZVPD) for C22H20N3O3S5SiTi as an isolated structure.

Highest occupied orbital energy (alpha / beta) = -0.71 / -1.73 eV
Relative energy (zero: lowest compared OMol25 entry of this formula, charge and spin) = 113.80 kJ/mol
LUMO (alpha / beta) = 4.337 / 4.336 eV
<S²> = 0.80
Orbital gap (alpha / beta) = 5.05 / 6.07 eV

Structure (ORCA input):
```
! RIJCOSX wB97M-V def2-TZVPD def2/J DEFGRID3
* xyz -2 2
Ti -0.06 0.29 -0.10
S 0.30 -0.02 2.55
C 1.82 -0.10 1.84
N 1.99 -0.10 0.55
C 3.30 -0.05 0.16
C 3.76 0.00 -1.15
C 5.12 0.05 -1.39
C 6.03 0.05 -0.33
C 5.59 -0.01 0.98
C 4.23 -0.06 1.22
S 3.37 -0.10 2.74
H 3.03 0.00 -1.96
H 5.48 0.10 -2.41
H 7.10 0.10 -0.54
H 6.29 -0.02 1.81
O -0.12 0.58 -3.94
C 0.30 1.03 -2.89
O 0.40 0.29 -1.82
C 0.77 2.46 -2.82
C 0.90 3.08 -4.07
C 1.30 4.40 -4.20
C 1.57 5.13 -3.05
C 1.45 4.54 -1.81
C 1.08 3.19 -1.64
S 1.08 2.61 -0.01
H 0.67 2.48 -4.94
H 1.39 4.85 -5.18
H 1.86 6.17 -3.13
H 1.66 5.11 -0.91
C 0.75 -6.05 0.09
Si -1.07 -5.60 -0.04
C -1.75 -6.45 -1.60
C -1.89 -6.48 1.44
C -1.72 -3.83 -0.03
C -3.08 -3.65 0.10
C -3.64 -2.38 0.18
C -2.78 -1.30 0.16
N -1.46 -1.41 0.02
C -0.90 -2.66 -0.11
S 0.76 -2.70 -0.41
H 0.87 -7.14 0.15
H 1.19 -5.59 0.97
H 1.31 -5.67 -0.77
H -1.49 -7.51 -1.61
H -1.33 -5.98 -2.50
H -2.83 -6.36 -1.66
H -1.64 -7.54 1.45
H -2.98 -6.39 1.42
H -1.54 -6.04 2.38
H -3.73 -4.52 0.14
H -4.71 -2.23 0.27
H -3.16 -0.29 0.25
O -3.78 2.44 0.10
S -2.47 2.40 -0.63
N -1.56 1.27 -0.15
*
```

# 2
Density functional theory data (ωB97M-V/def2-TZVPD) for a 3-piece molecular cluster, C3H11NO3S overall.

Highest occupied orbital energy = -9.57 eV
Structure (SMILES) = O=CNCCS.O.O
Relative energy (zero: lowest compared OMol25 entry of this formula, charge and spin) = 66.28 kJ/mol
LUMO = 0.296 eV
Orbital gap = 9.86 eV

Structure (ORCA input):
```
! RIJCOSX wB97M-V def2-TZVPD def2/J DEFGRID3
* xyz 0 1
O 2.92 1.27 -0.70
C 1.84 0.70 -0.72
N 0.82 0.98 0.12
C -0.55 0.55 -0.01
C -1.10 0.00 1.29
S -0.50 -1.70 1.61
H 1.63 -0.13 -1.42
H 0.94 1.70 0.81
H -0.70 -0.18 -0.80
H -1.17 1.42 -0.32
H -2.17 -0.08 1.17
H -0.83 0.63 2.13
H 0.79 -1.34 1.58
H -6.75 1.97 -1.76
H -6.68 0.46 -1.54
O -6.76 1.13 -2.22
H 5.03 -0.41 -1.14
H 4.22 -0.72 0.08
O 4.84 -1.13 -0.53
*
```

# 3
Density functional theory data (ωB97M-V/def2-TZVPD) for a single C6H12P4S molecule.

Highest occupied orbital energy = -7.50 eV
Structure (SMILES) = Cc1sc(C)c([PH]#[PH2])c1[PH]#[PH2]
LUMO = 0.386 eV
Orbital gap = 7.89 eV

Structure (ORCA input):
```
! RIJCOSX wB97M-V def2-TZVPD def2/J DEFGRID3
* xyz 0 1
C -0.94 0.21 -0.09
C 0.33 -0.10 0.38
C -1.17 1.52 -0.44
C 1.19 1.32 0.54
C -2.29 2.19 -1.01
C 2.49 1.56 1.19
P -2.09 -2.53 1.05
P 2.75 -1.30 -0.66
P -2.33 -0.93 -0.48
P 1.22 -1.66 0.82
S 0.22 2.57 -0.08
H -2.48 3.21 -0.47
H -2.09 2.54 -2.10
H -3.14 1.53 -1.12
H 2.77 2.60 1.02
H 2.35 1.55 2.35
H 3.29 0.87 0.92
H -1.93 -3.54 0.18
H -3.39 -2.83 1.42
H 2.67 -2.25 -1.70
H 3.75 -2.15 -0.19
H -1.84 -1.66 -1.60
H 0.66 -2.72 0.05
*
```